Formula: C4H15NO2
Source: the Open Molecules 2025 dataset
Level of theory: ωB97M-V/def2-TZVPD

HOMO in eV: -8.036
Relative energy (zero: lowest compared OMol25 entry of this formula, charge and spin) in kcal/mol: 33.84
Kohn-Sham gap in eV: 8.769

CARTESIAN COORDINATES (ANGSTROEM)
H 1.7032 1.2842 0.2176
H -1.8071 2.4517 1.2996
H 0.4561 -1.7568 3.7780
H -0.9347 -1.7788 -3.4639
H -1.6233 -0.2442 0.6196
C 2.1900 0.0267 -1.4918
C -0.9951 0.6336 0.5037
H -0.2314 -2.4917 -2.3530
H -0.1912 -1.1690 5.0458
H -0.3358 0.6904 1.3668
H 3.2431 0.0481 -1.2432
N -0.0450 0.4434 -0.5637
H -1.5722 2.5664 -0.4317
H 1.5564 -0.4059 0.5293
H -2.9347 1.6226 0.2144
H 1.8937 -0.9470 -1.8922
C -1.8774 1.8763 0.3691
C 1.3584 0.3495 -0.2539
H -0.3034 0.1928 -1.4996
H 1.9281 0.7227 -2.2838
O -0.3673 -1.7258 4.2716
O -1.1103 -2.3892 -2.7386

Forces on atoms 1 to 6 (eV/Å):
H 0.1 0.1 -0.3
H -0.2 0.0 -0.1
H 0.1 0.0 0.0
H -0.2 -0.1 -0.1
H -0.2 -0.2 0.2
C -1.0 0.0 0.3


Formula: C4H15NO2
Source: the Open Molecules 2025 dataset
Level of theory: ωB97M-V/def2-TZVPD

HOMO in eV: -8.843
Relative energy (zero: lowest compared OMol25 entry of this formula, charge and spin) in kcal/mol: 54.39
Kohn-Sham gap in eV: 9.372

CARTESIAN COORDINATES (ANGSTROEM)
H 0.2450 1.3172 1.8518
C -0.0789 -0.7816 -0.7298
H 1.0954 1.5198 -1.7961
N 0.5519 0.3439 -0.0689
O -3.4939 0.7249 -0.7255
H -1.2163 -0.7090 -0.5375
C 0.3570 1.6097 -0.9827
H -0.0865 -2.8810 -0.6400
H 1.5792 -2.1870 -0.4198
H -3.7564 0.6897 -1.6539
H 0.6486 2.4575 -0.4121
H 3.4833 -0.7016 1.7628
H -0.6513 1.8905 -1.2622
O 3.3543 0.2022 1.4486
H -1.2632 0.5488 1.2546
H 2.6673 0.1892 0.6573
H -4.3393 0.6156 -0.1532
C -0.1451 0.5171 1.3416
C 0.5070 -2.1699 -0.1570
H 0.4207 -2.1819 0.9419
H 0.1669 -0.2468 2.0296
H -0.0459 -0.7673 -1.7496

Forces on atoms 1 to 6 (eV/Å):
H 0.7 2.6 0.6
C -1.6 -1.6 4.2
H -0.7 -0.1 0.1
N -1.4 2.2 0.5
O -1.9 -0.2 1.5
H 1.3 -0.5 -0.1


Formula: C4H15NO2
Source: the Open Molecules 2025 dataset
Level of theory: ωB97M-V/def2-TZVPD

HOMO in eV: -8.899
Relative energy (zero: lowest compared OMol25 entry of this formula, charge and spin) in kcal/mol: 21.47
Kohn-Sham gap in eV: 9.410

CARTESIAN COORDINATES (ANGSTROEM)
H -3.4421 -0.8688 -2.3673
C -1.8880 1.1349 -1.8898
H -0.4909 -0.3371 -2.3059
H -0.0376 1.9247 -2.5016
N -0.8228 2.1288 -1.8892
H 1.7044 -1.2722 3.8059
H -0.7709 -1.7116 -0.2503
H -2.2676 -0.9976 0.1262
H -0.7378 -0.0475 0.2746
C -2.4407 -1.2630 -2.5097
H 4.8622 1.0625 2.7400
H -2.1810 -1.3782 -3.5600
O 4.1571 1.2356 3.3712
H 2.9328 -1.9964 4.4224
H -2.5741 1.4406 -1.0916
H 3.5579 0.4863 3.2637
H -2.4784 1.2533 -2.8049
C -1.4452 -0.3464 -1.7718
C -1.3039 -0.7557 -0.3199
O 2.4494 -1.8549 3.6037
H -2.4541 -2.2231 -1.9972
H -0.5350 2.3902 -0.9602

Forces on atoms 1 to 6 (eV/Å):
H -0.3 0.1 -0.3
C -0.1 0.2 -0.3
H 0.2 -0.4 0.3
H -0.2 -0.1 0.4
N -0.2 0.1 -0.2
H 0.2 -0.3 0.2


Formula: C4H15NO2S
Source: the Open Molecules 2025 dataset
Level of theory: ωB97M-V/def2-TZVPD

HOMO in eV: -8.781
Relative energy (zero: lowest compared OMol25 entry of this formula, charge and spin) in kcal/mol: 140.02
Kohn-Sham gap in eV: 5.348

CARTESIAN COORDINATES (ANGSTROEM)
C -1.3664 1.1897 1.5538
S -1.3822 -0.6094 1.8939
H -0.2490 2.7784 0.6691
C -0.0421 1.8684 1.2463
H -0.6160 -0.4123 -0.1225
H 2.7069 1.2284 -0.6343
O -1.0267 -3.4624 -0.0268
H 0.1333 -2.8028 -2.0016
H 2.0880 2.7579 -0.0337
N -0.1157 0.3393 -0.5705
H -1.8502 1.6239 2.4474
H 1.4799 1.9394 -1.5296
H 0.3697 -0.2573 -1.2845
O -0.0869 -2.8041 -2.9176
C 1.7956 1.8186 -0.4900
H 0.5596 -1.4163 -0.0920
H -2.0972 1.4006 0.7690
C 0.8084 0.9913 0.3369
H 1.3704 0.2925 0.9537
H -1.5916 -3.1127 0.6563
H -1.0359 -2.6927 -2.9536
H -0.3327 -2.8139 -0.0193
H 0.4807 2.1555 2.1498

Forces on atoms 1 to 6 (eV/Å):
C -1.2 0.1 0.6
S 0.8 -0.2 0.0
H -0.2 0.0 0.3
C -0.4 0.1 -0.4
H -0.9 0.5 0.3
H 0.2 0.1 0.3


Formula: C4H15NO2S
Source: the Open Molecules 2025 dataset
Level of theory: ωB97M-V/def2-TZVPD

HOMO in eV: -8.636
Relative energy (zero: lowest compared OMol25 entry of this formula, charge and spin) in kcal/mol: 27.13
Kohn-Sham gap in eV: 9.078

CARTESIAN COORDINATES (ANGSTROEM)
H -1.6983 -1.2134 1.8692
O -1.7447 -2.1349 -1.0967
H 2.6574 -1.5194 -1.8531
H -2.2779 0.4081 2.3459
C 1.9413 0.2953 0.1454
H -2.6845 -2.2709 -1.2177
H 0.4873 -1.2110 0.6793
C -1.5010 -0.3325 2.5117
C 2.1149 0.3909 -1.3816
H -0.2430 0.1752 -0.3162
H -1.8389 3.3120 0.1237
N 1.9788 -0.8393 -2.1832
H 2.0661 1.3886 0.3624
H 2.7106 -0.2760 0.6735
H 3.1535 0.7369 -1.4714
S 0.0408 0.4581 2.0827
H -1.6294 -0.6426 3.5427
H -2.2422 2.2310 -0.8528
H 1.0905 -1.2771 -1.9365
C 0.5177 -0.1818 0.3714
H -1.8087 -1.6202 -0.2911
H 1.5304 1.1955 -1.8159
O -2.6210 2.9274 -0.2916

Forces on atoms 1 to 6 (eV/Å):
H 0.1 0.4 0.4
O -0.3 0.2 0.3
H 0.2 0.1 -0.1
H -0.3 -0.1 -0.2
C -1.1 1.6 -1.6
H -0.4 -0.5 -0.7


Formula: C4H15NO3
Source: the Open Molecules 2025 dataset
Level of theory: ωB97M-V/def2-TZVPD

HOMO in eV: -9.278
Relative energy (zero: lowest compared OMol25 entry of this formula, charge and spin) in kcal/mol: 40.99
Kohn-Sham gap in eV: 9.833

CARTESIAN COORDINATES (ANGSTROEM)
H 1.4046 1.9658 1.3546
O 1.0358 -2.2331 2.9565
H -0.3291 -0.5989 -3.8939
O 0.0138 -1.3346 -3.4317
H 1.5519 -2.0372 3.6829
H 1.2840 -0.5305 1.3678
N -0.0251 -0.6972 -0.3557
C -1.2241 -0.0253 0.3764
H -1.1639 2.1757 0.9558
H -1.6953 1.8002 -2.8547
H -1.9186 0.1736 -0.3955
C 0.8310 1.3877 0.5729
C -0.6334 1.2603 0.9734
H -1.2399 1.0469 -1.6447
H 2.0413 -0.3284 -0.2203
H 1.0070 -3.1391 2.6343
C 1.1391 -0.1793 0.3488
H -0.7368 1.2022 2.0691
H 0.5181 -0.9238 -2.6068
H -1.7410 -0.7401 0.9774
H -0.0568 -1.6251 -0.0796
H 0.8410 1.9298 -0.3248
O -0.9037 1.4504 -2.4625

Forces on atoms 1 to 6 (eV/Å):
H -0.3 -1.0 -0.8
O -2.4 0.1 -2.9
H -0.5 1.4 -0.5
O 2.3 -0.4 3.0
H 1.8 -0.3 2.2
H -0.1 -0.6 -0.1


Formula: C4H15NO3
Source: the Open Molecules 2025 dataset
Level of theory: ωB97M-V/def2-TZVPD

HOMO in eV: -9.232
Relative energy (zero: lowest compared OMol25 entry of this formula, charge and spin) in kcal/mol: 19.63
Kohn-Sham gap in eV: 9.808

CARTESIAN COORDINATES (ANGSTROEM)
H -1.3010 1.2114 1.6307
H 1.4644 0.9942 1.5064
H -1.2280 -2.2350 0.8165
H 0.6950 2.8751 0.6582
O 0.6141 0.8362 1.9402
H 0.3134 -2.5337 -0.2283
H -2.5618 -1.0977 0.9343
H -1.2213 -1.0924 2.0175
N -1.3989 0.1920 -1.0952
H -0.8486 -0.0235 -1.9223
C -0.7129 -0.1763 0.1366
H 4.0883 0.4983 -1.0989
C -0.1220 2.3438 0.1628
H 0.1904 2.1204 -0.8531
C -0.4181 1.1008 0.9919
H -2.2246 -0.3745 -1.2701
C -1.4768 -1.1789 0.9675
O 3.1771 0.6856 -1.3256
H 0.3157 -0.5273 -0.0388
O 0.7110 -3.2698 -0.7140
H -0.9900 2.9606 0.1347
H -0.0544 -3.6730 -1.1414
H 2.9891 0.3635 -2.2095

Forces on atoms 1 to 6 (eV/Å):
H 0.0 0.5 -0.1
H -0.1 -0.1 0.1
H -0.2 0.1 -0.6
H -0.2 0.2 -0.1
O 0.2 -0.2 -0.2
H 0.3 -0.1 -0.1


Formula: C4H15NO3
Source: the Open Molecules 2025 dataset
Level of theory: ωB97M-V/def2-TZVPD

HOMO in eV: -9.265
Relative energy (zero: lowest compared OMol25 entry of this formula, charge and spin) in kcal/mol: 46.60
Kohn-Sham gap in eV: 9.780

CARTESIAN COORDINATES (ANGSTROEM)
H 1.8492 0.7055 0.0868
H -1.0231 0.1919 -1.0189
C 1.0448 0.7616 -0.6723
H 0.7645 0.7870 -2.7571
H 2.4008 0.3189 -2.3065
H -1.9493 1.0889 2.1084
H -0.8026 -2.8616 2.2852
C 1.5791 1.0034 -2.0634
H -2.1993 1.3462 -2.4193
H 1.2289 -1.1823 1.8250
C -0.1628 0.3326 -0.3843
N -2.0342 0.4405 1.3395
C -0.6108 0.0396 1.0443
H 2.6468 -1.4534 1.3192
O 1.9505 -0.7740 1.3439
H 0.0189 0.5561 1.7618
O -1.8959 2.1681 -2.0266
H -0.1589 -3.6145 1.1434
H -0.9431 2.1492 -2.0345
H -0.6347 -1.0587 1.1310
H -2.4668 0.7596 0.4832
H 1.9117 2.0319 -2.1995
O -0.5137 -3.7366 2.0107

Forces on atoms 1 to 6 (eV/Å):
H -1.1 0.7 -0.4
H 0.4 0.0 -0.8
C 1.8 -0.3 -0.8
H 0.1 0.2 -0.4
H -0.1 0.2 0.1
H -0.9 0.5 -0.5